Record 1
Computed, not measured: a cluster of 8 separate species, BF4H14O7 in total in a non-equilibrium geometry, with ωB97M-V/def2-TZVPD.

Values from the calculation:
- net charge = -1
- energy relative to the best compared isomer or geometry (same formula, charge and spin) (kJ/mol) = 129.72
- highest occupied orbital energy (eV) = -8.30
- calculated total energy (eV) = -26114.9056
- frontier orbital gap (eV) = 11.2

CARTESIAN COORDINATES (ANGSTROEM)
B (-20.830290, -15.502760, -25.177770)
F (-20.348840, -14.574260, -26.078110)
F (-21.714930, -14.774310, -24.345260)
F (-21.571460, -16.397950, -25.914730)
F (-19.666610, -16.032550, -24.479470)
O (-22.488820, -14.879980, -29.930300)
H (-22.183390, -14.743540, -29.033460)
H (-22.795760, -15.786530, -29.944000)
O (-15.343220, -15.374190, -24.779260)
H (-16.141040, -15.803030, -24.469730)
H (-14.765770, -16.094770, -25.031370)
O (-20.146230, -10.452470, -27.442630)
H (-19.563080, -10.399440, -26.685430)
H (-20.895810, -10.960940, -27.133110)
O (-22.198760, -20.558300, -24.984400)
H (-21.939760, -19.692370, -25.299550)
H (-21.647250, -21.167280, -25.475530)
O (-23.455030, -11.802970, -26.019080)
H (-23.369510, -12.534780, -25.408040)
H (-23.999580, -12.144810, -26.728190)
O (-23.673520, -13.190510, -20.136210)
H (-23.472790, -13.897090, -20.749950)
H (-23.329230, -12.402470, -20.556560)
O (-17.771810, -17.020600, -29.011160)
H (-18.178500, -16.519030, -29.717750)
H (-18.234360, -16.740820, -28.221220)

Force components x, y, z for each atom (eV/Å):
0.76 1.15 0.40
0.85 0.90 -1.02
0.03 -0.44 0.80
-0.25 -1.53 0.03
-1.49 -0.08 -0.33
-0.09 0.15 -0.34
0.19 0.05 0.39
-0.05 -0.21 0.05
0.24 0.20 0.04
-0.41 -0.03 0.04
0.12 -0.15 -0.10
0.10 0.31 -0.28
0.13 -0.09 0.16
-0.30 -0.27 0.14
-0.20 -0.23 0.13
0.07 0.43 -0.03
0.13 -0.12 -0.10
-0.01 0.41 -0.05
0.27 -0.37 0.21
-0.08 -0.10 -0.19
-0.18 0.04 0.30
0.10 -0.22 -0.21
0.10 0.17 -0.13
0.24 -0.26 -0.15
-0.11 0.15 -0.12
-0.17 0.14 0.33

=====

Record 2
Computed, not measured: a structure of composition BF4H18KO9 in a non-equilibrium geometry, with ωB97M-V/def2-TZVPD.

Values from the calculation:
- highest occupied orbital energy (eV) = -9.17
- calculated total energy (eV) = -46598.6167
- frontier orbital gap (eV) = 7.9

CARTESIAN COORDINATES (ANGSTROEM)
K (-0.409579, -4.064470, 0.967582)
B (0.189649, -0.169921, -0.007284)
F (0.578733, -1.497094, -0.133488)
F (1.215711, 0.591305, 0.536714)
F (-0.098825, 0.262409, -1.317628)
F (-0.952620, 0.066253, 0.675158)
O (-3.296279, -1.500517, 0.633736)
H (-2.941398, -0.879789, -0.002652)
H (-2.847105, -1.288500, 1.451978)
O (2.131737, -3.108263, 1.515199)
H (2.727392, -3.431707, 0.839311)
H (2.691770, -2.609225, 2.109801)
O (-1.631175, 2.932983, 0.503249)
H (-2.554463, 3.185147, 0.516769)
H (-1.642713, 1.987867, 0.352104)
O (0.047187, -0.054664, 3.667443)
H (0.210564, 0.047942, 2.729883)
H (0.582367, 0.623326, 4.079920)
O (-0.043698, -2.281324, -2.751540)
H (0.066669, -1.547043, -2.147494)
H (-0.185430, -1.871058, -3.604661)
O (0.970283, 3.044758, 0.820524)
H (0.068820, 3.112997, 0.505960)
H (1.118650, 2.104553, 0.921646)
O (-2.733828, 0.252175, -1.407271)
H (-2.875358, 0.515780, -2.316512)
H (-1.818241, 0.470862, -1.233745)
O (3.609555, -0.212418, 0.164469)
H (2.667101, -0.059796, 0.233121)
H (3.697865, -0.856057, -0.538498)
O (0.251060, 2.380341, -2.510088)
H (1.013530, 2.363756, -3.088530)
H (0.192069, 1.489394, -2.165176)

Force components x, y, z for each atom (eV/Å):
0.08 0.68 -0.18
0.55 0.16 -0.83
-0.23 -0.52 0.56
0.08 -1.08 0.19
0.35 -0.64 -0.46
-1.05 -0.34 1.49
-0.09 -1.00 0.55
-0.09 0.36 -0.60
0.00 0.24 0.22
-0.38 -0.62 0.09
0.26 0.09 -0.23
0.09 0.33 0.19
-0.52 0.07 -0.03
-0.18 0.18 -0.06
-0.10 -0.33 0.07
-0.10 -0.44 0.16
-0.02 0.21 -0.29
0.11 0.23 0.09
0.03 -0.48 -0.09
0.02 0.22 0.18
-0.07 0.02 -0.22
0.74 0.61 0.41
-0.17 0.38 -0.04
0.09 0.62 0.00
-0.48 0.09 0.04
-0.16 0.03 -0.19
0.23 0.09 -0.22
0.80 -0.44 0.06
-0.11 0.22 0.07
0.13 -0.07 -0.21
-0.11 0.65 -0.64
0.18 0.20 -0.10
0.17 0.28 0.00

=====

Record 3
Computed, not measured: a cluster of 13 separate species, BF4H24O12 in total in a non-equilibrium geometry, with ωB97M-V/def2-TZVPD.

Values from the calculation:
- net charge = -1
- energy relative to the best compared isomer or geometry (same formula, charge and spin) (kJ/mol) = 145.12
- highest occupied orbital energy (eV) = -6.92
- calculated total energy (eV) = -36515.7864
- frontier orbital gap (eV) = 9.6

CARTESIAN COORDINATES (ANGSTROEM)
B (0.136317, -0.774293, -0.938293)
F (-0.536683, 0.293707, -0.250293)
F (1.192317, -1.133293, -0.140293)
F (-0.778683, -1.804293, -1.117293)
F (0.555317, -0.324293, -2.125293)
O (1.824317, -3.091293, 1.692707)
H (1.661317, -2.506293, 0.944707)
H (2.471317, -3.733293, 1.329707)
O (-2.788683, 0.031707, -2.939293)
H (-3.694683, -0.309293, -2.856293)
H (-2.122683, -0.653293, -2.982293)
O (-0.819683, 0.854707, 2.312707)
H (-0.934683, 0.786707, 1.358707)
H (-1.037683, 0.045707, 2.750707)
O (-2.977683, -0.894293, 0.179707)
H (-2.894683, -1.364293, 0.980707)
H (-2.066683, -0.815293, -0.062293)
O (-3.048683, 1.973707, 0.381707)
H (-3.442683, 2.346707, -0.379293)
H (-3.197683, 1.031707, 0.297707)
O (-0.472683, 3.165707, 0.282707)
H (0.228317, 2.516707, 0.360707)
H (-1.284683, 2.658707, 0.351707)
O (2.595317, 1.651707, -2.016293)
H (3.451317, 1.325707, -1.708293)
H (2.155317, 0.851707, -2.267293)
O (-0.635683, 2.098707, -2.469293)
H (-0.563683, 1.160707, -2.456293)
H (-0.633683, 2.425707, -1.592293)
O (4.115317, -0.745293, 0.546707)
H (3.334317, -0.844293, 1.081707)
H (4.873317, -1.129293, 0.977707)
O (1.782317, -0.162293, 2.386707)
H (1.152317, -0.042293, 1.690707)
H (1.140317, -0.196293, 3.120707)
O (1.960317, 2.062707, 0.768707)
H (2.149317, 1.420707, 0.064707)
H (2.426317, 1.671707, 1.496707)
O (-1.669683, -3.323293, 0.691707)
H (-2.468683, -3.571293, 0.220707)
H (-1.134683, -2.957293, 0.029707)

Force components x, y, z for each atom (eV/Å):
-0.59 0.86 1.18
-0.03 -0.38 -0.32
0.78 -0.61 0.39
0.05 -0.44 -0.56
0.72 0.21 -1.98
0.89 -1.03 -0.33
-0.17 0.22 0.03
-0.65 0.54 0.42
-0.68 0.82 -0.16
0.95 -0.40 0.04
-0.35 -0.59 0.14
0.28 1.08 0.62
-0.15 -0.38 0.09
-0.53 -0.81 -0.14
-1.40 0.97 -0.75
-0.16 -1.05 1.57
0.76 0.30 -0.73
0.36 0.09 1.30
-0.51 0.67 -1.36
0.03 -0.82 -0.02
-0.29 0.48 -0.43
0.64 0.04 0.34
-0.55 -0.02 0.21
0.96 0.36 0.37
0.03 0.20 -0.01
-0.81 -0.67 -0.40
-0.24 0.92 -2.23
0.00 -0.63 0.27
0.17 0.48 1.64
0.43 0.47 -1.25
-0.40 -0.25 0.85
-0.07 -0.18 0.48
0.10 -0.41 1.46
-0.45 0.36 -1.08
0.86 0.07 -0.13
0.22 -0.20 -0.85
-0.08 0.58 -0.32
0.10 -0.21 1.00
-1.44 -1.49 2.03
-0.09 0.01 0.02
1.31 0.85 -1.41

=====

Record 4
Computed, not measured: a structure of composition BF4H2OSn in a non-equilibrium geometry, with ωB97M-V/def2-TZVPD.

Values from the calculation:
- net charge = +1
- energy relative to the best compared isomer or geometry (same formula, charge and spin) (kJ/mol) = 81.46
- highest occupied orbital energy (eV) = -15.05
- calculated total energy (eV) = -19453.4490
- frontier orbital gap (eV) = 6.3

CARTESIAN COORDINATES (ANGSTROEM)
Sn (15.779139, -6.225785, -19.084281)
B (16.626570, -6.293935, -22.343443)
F (17.811432, -5.690130, -22.776045)
F (16.901899, -7.253240, -21.349244)
F (15.641293, -5.388892, -21.859281)
F (16.098570, -6.969513, -23.402073)
O (13.193433, -4.956726, -18.890765)
H (12.407240, -5.442414, -18.609729)
H (13.073535, -4.067977, -18.531870)

Force components x, y, z for each atom (eV/Å):
-0.17 0.23 -2.91
1.19 0.18 -3.93
-0.80 0.18 1.35
-0.37 -0.12 3.31
-0.06 0.25 2.28
-0.64 -0.27 -0.05
0.86 -0.48 0.14
-0.07 -0.09 -0.10
0.06 0.13 -0.10

=====

Please write out number 2 again, unchanged.
Computed, not measured: a structure of composition BF4H18KO9 in a non-equilibrium geometry, with ωB97M-V/def2-TZVPD.

Values from the calculation:
- highest occupied orbital energy (eV) = -9.17
- calculated total energy (eV) = -46598.6167
- frontier orbital gap (eV) = 7.9

CARTESIAN COORDINATES (ANGSTROEM)
K (-0.409579, -4.064470, 0.967582)
B (0.189649, -0.169921, -0.007284)
F (0.578733, -1.497094, -0.133488)
F (1.215711, 0.591305, 0.536714)
F (-0.098825, 0.262409, -1.317628)
F (-0.952620, 0.066253, 0.675158)
O (-3.296279, -1.500517, 0.633736)
H (-2.941398, -0.879789, -0.002652)
H (-2.847105, -1.288500, 1.451978)
O (2.131737, -3.108263, 1.515199)
H (2.727392, -3.431707, 0.839311)
H (2.691770, -2.609225, 2.109801)
O (-1.631175, 2.932983, 0.503249)
H (-2.554463, 3.185147, 0.516769)
H (-1.642713, 1.987867, 0.352104)
O (0.047187, -0.054664, 3.667443)
H (0.210564, 0.047942, 2.729883)
H (0.582367, 0.623326, 4.079920)
O (-0.043698, -2.281324, -2.751540)
H (0.066669, -1.547043, -2.147494)
H (-0.185430, -1.871058, -3.604661)
O (0.970283, 3.044758, 0.820524)
H (0.068820, 3.112997, 0.505960)
H (1.118650, 2.104553, 0.921646)
O (-2.733828, 0.252175, -1.407271)
H (-2.875358, 0.515780, -2.316512)
H (-1.818241, 0.470862, -1.233745)
O (3.609555, -0.212418, 0.164469)
H (2.667101, -0.059796, 0.233121)
H (3.697865, -0.856057, -0.538498)
O (0.251060, 2.380341, -2.510088)
H (1.013530, 2.363756, -3.088530)
H (0.192069, 1.489394, -2.165176)

Force components x, y, z for each atom (eV/Å):
0.08 0.68 -0.18
0.55 0.16 -0.83
-0.23 -0.52 0.56
0.08 -1.08 0.19
0.35 -0.64 -0.46
-1.05 -0.34 1.49
-0.09 -1.00 0.55
-0.09 0.36 -0.60
0.00 0.24 0.22
-0.38 -0.62 0.09
0.26 0.09 -0.23
0.09 0.33 0.19
-0.52 0.07 -0.03
-0.18 0.18 -0.06
-0.10 -0.33 0.07
-0.10 -0.44 0.16
-0.02 0.21 -0.29
0.11 0.23 0.09
0.03 -0.48 -0.09
0.02 0.22 0.18
-0.07 0.02 -0.22
0.74 0.61 0.41
-0.17 0.38 -0.04
0.09 0.62 0.00
-0.48 0.09 0.04
-0.16 0.03 -0.19
0.23 0.09 -0.22
0.80 -0.44 0.06
-0.11 0.22 0.07
0.13 -0.07 -0.21
-0.11 0.65 -0.64
0.18 0.20 -0.10
0.17 0.28 0.00